59
Properties=species:S:1:pos:R:3:lowdin_charge:R:1 method="wB97M-V/def2-TZVPD" lumo_energy_ev=0.4 homo_ev=-7.456 homo_lumo_gap_ev=7.8700 total_charge=0 e_above_lowest_kcal_mol=15.40
Rh -1.37 -0.67 0.91 0.746
N -3.51 -3.20 3.44 0.194
C -2.83 -2.58 2.47 -0.493
O -2.79 -1.34 2.43 -0.078
C -2.10 -3.40 1.44 -0.169
C -1.77 -2.51 0.24 -0.242
H -3.92 -2.65 4.17 0.122
H -3.52 -4.20 3.51 0.113
H -2.70 -4.29 1.18 0.117
H -1.19 -3.76 1.91 0.115
H -2.68 -2.35 -0.36 0.072
H -1.01 -2.96 -0.40 0.054
C -2.74 3.78 -3.64 -0.002
C -2.77 3.69 -2.16 -0.336
N -3.01 4.66 -1.34 0.121
N -2.94 4.07 -0.11 0.018
C -2.64 2.76 -0.15 -0.748
S -2.53 1.73 1.17 0.673
N -2.53 2.52 -1.48 -0.079
N -2.33 1.28 -2.10 0.140
H -3.02 4.79 -3.93 0.086
H -3.44 3.07 -4.08 0.088
H -1.75 3.57 -4.03 0.081
H -3.09 4.60 0.73 0.151
H -2.14 0.62 -1.35 0.024
H -1.45 1.33 -2.60 0.079
C 1.02 0.59 5.69 -0.091
C -0.20 0.85 5.03 -0.084
C -0.49 0.23 3.84 -0.062
C 0.41 -0.68 3.24 -0.149
C 0.15 -1.34 1.99 -0.193
C 1.05 -2.27 1.54 -0.122
C 2.23 -2.57 2.25 -0.083
C 2.53 -1.92 3.41 -0.053
C 1.62 -0.97 3.93 -0.173
C 1.90 -0.30 5.15 -0.045
H 1.24 1.08 6.62 0.099
H -0.91 1.54 5.46 0.101
H -1.44 0.43 3.37 0.036
H 0.88 -2.77 0.59 0.086
H 2.92 -3.31 1.85 0.100
H 3.45 -2.11 3.94 0.107
H 2.83 -0.53 5.66 0.108
F 5.84 0.30 -5.13 0.133
C 4.61 0.67 -5.51 -0.582
F 4.70 1.95 -5.93 0.130
F 4.30 -0.06 -6.60 0.134
C 3.60 0.50 -4.42 -0.133
C 2.53 1.38 -4.31 -0.012
C 1.58 1.18 -3.32 -0.030
C 1.68 0.10 -2.43 -0.246
C 2.76 -0.77 -2.56 -0.013
C 3.72 -0.57 -3.54 -0.007
C 0.70 -0.11 -1.41 -0.103
C -0.09 -0.34 -0.52 -0.152
H 2.45 2.22 -4.98 0.119
H 0.76 1.88 -3.22 0.097
H 2.85 -1.59 -1.87 0.116
H 4.56 -1.25 -3.62 0.122